Entry 1:
ORCA calculation (wB97M-V/def2-TZVPD) on C60H70As2F12N10 as an isolated structure.

Values from the calculation:
total energy	-232454.53778	eV
frontier orbital gap	7.690	eV
energy relative to the best compared isomer or geometry (same formula, charge and spin)	8.873	eV
LUMO level	-16.86	eV

```
! RIJCOSX wB97M-V def2-TZVPD def2/J DEFGRID3
* xyz 8 1
C 2.362 -3.944 3.104
N 1.546 -3.725 1.886
C 1.997 -3.192 0.752
C 1.210 -3.173 -0.438
C -0.077 -3.619 -0.396
C -0.610 -4.061 0.825
C 0.277 -4.152 1.918
C -0.851 -3.516 -1.620
C -1.050 -4.668 -2.385
C -1.795 -4.569 -3.507
N -2.294 -3.438 -3.948
C -2.086 -2.264 -3.325
C -1.304 -2.296 -2.118
C -3.087 -3.498 -5.177
H 3.266 -4.500 2.853
H 1.822 -4.481 3.884
H 2.563 -2.970 3.549
H 3.076 -3.137 0.761
H 1.649 -2.746 -1.328
H -1.525 -4.634 0.845
H 0.003 -4.688 2.815
H -0.601 -5.562 -1.980
H -2.096 -5.382 -4.152
H -2.467 -1.396 -3.843
H -1.090 -1.362 -1.619
H -4.091 -3.161 -4.917
H -3.221 -4.506 -5.570
H -2.636 -2.713 -5.785
C -3.057 2.224 -5.742
N -3.334 2.360 -4.317
C -2.326 2.621 -3.418
C -2.582 2.930 -2.088
C -3.926 3.091 -1.674
C -4.948 2.897 -2.620
C -4.628 2.499 -3.953
C -4.306 3.502 -0.331
C -3.722 2.926 0.844
C -4.039 3.442 2.072
N -4.986 4.410 2.230
C -5.578 4.967 1.151
C -5.284 4.489 -0.124
C -5.461 4.840 3.545
H -2.664 1.218 -5.891
H -2.320 2.953 -6.078
H -3.925 2.353 -6.390
H -1.346 2.579 -3.870
H -1.748 3.168 -1.446
H -5.944 3.061 -2.237
H -5.360 2.206 -4.691
H -2.959 2.161 0.848
H -3.608 3.019 2.968
H -6.271 5.774 1.338
H -5.702 5.027 -0.962
H -5.818 5.866 3.455
H -4.659 4.733 4.276
H -6.292 4.219 3.882
C 0.792 1.549 6.647
N 1.967 1.805 5.887
C 2.943 2.637 6.321
C 4.140 2.863 5.569
C 4.299 2.238 4.320
C 3.244 1.363 3.874
C 2.110 1.213 4.712
C 5.514 2.535 3.507
C 6.242 1.492 2.885
C 7.422 1.764 2.201
N 7.784 3.067 2.044
C 7.024 4.083 2.587
C 5.975 3.826 3.366
C 9.115 3.364 1.407
H 0.916 2.006 7.629
H 0.619 0.481 6.778
H -0.065 1.986 6.134
H 2.816 2.997 7.331
H 4.828 3.632 5.888
H 3.412 0.693 3.044
H 1.347 0.535 4.361
H 5.851 0.500 3.055
H 8.037 1.026 1.708
H 7.372 5.100 2.478
H 5.506 4.679 3.834
H 9.304 2.649 0.606
H 9.942 3.347 2.117
H 9.072 4.384 1.023
C 3.588 1.107 0.139
N 4.343 0.697 -1.066
C 3.739 -0.148 -1.913
C 4.392 -0.448 -3.082
C 5.709 -0.084 -3.366
C 6.383 0.698 -2.406
C 5.631 1.046 -1.265
C 6.355 -0.573 -4.633
C 6.037 -1.924 -5.107
C 6.456 -2.349 -6.361
N 7.290 -1.537 -7.079
C 7.688 -0.307 -6.634
C 7.143 0.235 -5.442
C 7.809 -2.034 -8.377
H 2.960 1.960 -0.116
H 4.349 1.367 0.875
H 3.049 0.281 0.604
H 2.701 -0.341 -1.682
H 3.790 -0.940 -3.831
H 7.358 1.125 -2.590
H 6.072 1.709 -0.536
H 5.321 -2.564 -4.612
H 6.150 -3.202 -6.950
H 8.347 0.198 -7.325
H 7.324 1.286 -5.268
H 7.253 -1.688 -9.249
H 7.773 -3.121 -8.306
H 8.820 -1.685 -8.588
C -4.107 -1.105 4.929
N -4.683 -1.006 3.551
C -6.021 -0.714 3.378
C -6.527 -0.779 2.088
C -5.650 -1.141 1.011
C -4.269 -1.280 1.269
C -3.798 -1.216 2.582
C -6.200 -1.326 -0.341
C -6.028 -2.505 -1.129
C -6.724 -2.719 -2.317
N -7.500 -1.707 -2.786
C -7.736 -0.612 -2.073
C -7.117 -0.428 -0.871
C -8.007 -1.855 -4.186
H -3.574 -0.189 5.181
H -3.461 -1.975 4.809
H -4.959 -1.265 5.591
H -6.640 -0.618 4.258
H -7.599 -0.649 2.082
H -3.556 -1.588 0.518
H -2.785 -1.507 2.818
H -5.442 -3.331 -0.754
H -6.509 -3.541 -2.985
H -8.337 0.175 -2.507
H -7.349 0.555 -0.488
H -7.504 -2.653 -4.733
H -7.832 -0.965 -4.790
H -9.067 -2.106 -4.236
As -0.240 0.507 1.070
F 1.332 0.947 1.872
F -0.175 2.040 0.126
F -1.791 -0.051 0.395
F -0.154 -1.053 1.858
F -1.199 1.169 2.448
F 0.636 -0.185 -0.335
As -0.412 -2.342 6.297
F -2.051 -3.131 6.389
F 0.331 -3.940 5.758
F 1.236 -1.581 6.053
F -1.166 -0.712 6.613
F -0.136 -2.374 8.035
F -0.683 -1.998 4.549
*
```



Entry 2:
ORCA calculation (wB97M-V/def2-TZVPD) on a 2-piece molecular cluster, C2H8N2S overall.

Values from the calculation:
total energy	-16018.03648	eV
SMILES	[H]/N=C/N.CS
frontier orbital gap	9.697	eV
energy relative to the best compared isomer or geometry (same formula, charge and spin)	0.759	eV
LUMO level	0.99	eV

```
! RIJCOSX wB97M-V def2-TZVPD def2/J DEFGRID3
* xyz 0 1
H -0.575 -0.809 2.293
N -0.965 -0.944 1.363
C -2.108 -1.502 1.523
N -3.221 -1.058 0.875
H -2.280 -2.381 2.148
H -3.141 -0.517 0.025
H -3.964 -1.742 0.824
C 3.149 1.517 -1.413
S 1.407 1.990 -1.249
H 3.317 0.457 -1.258
H 3.658 1.855 -2.313
H 3.672 1.976 -0.576
H 1.051 1.158 -2.239
*
```



Entry 3:
ORCA calculation (wB97M-V/def2-TZVPD) on C8H18AlF6N7O14PS2 as an isolated structure.

Values from the calculation:
total energy	-101519.40191	eV
frontier orbital gap	7.125	eV
LUMO level	2.34	eV

```
! RIJCOSX wB97M-V def2-TZVPD def2/J DEFGRID3
* xyz -1 1
Al -1.472 8.361 -25.195
N -2.136 9.982 -23.199
O -2.358 10.799 -22.275
O -2.772 10.002 -24.234
O -1.305 9.122 -23.203
N -2.620 5.574 -26.153
O -1.801 4.899 -26.788
O -2.172 6.558 -25.495
O -3.790 5.394 -26.218
N -2.404 7.597 -28.011
O -1.889 6.569 -28.480
O -1.825 8.213 -27.156
O -3.579 7.764 -28.135
C 2.212 6.115 -25.310
F 2.477 5.641 -24.088
F 2.781 7.318 -25.328
F 2.860 5.369 -26.153
S 0.295 6.115 -25.753
O 0.008 5.152 -26.855
O -0.361 5.833 -24.445
N -0.020 7.775 -26.294
S 0.546 7.762 -27.744
O 2.009 7.826 -27.823
O -0.067 6.831 -28.695
C -0.049 9.533 -28.383
F -0.727 9.463 -29.469
F -0.829 10.111 -27.422
F 1.039 10.268 -28.541
O -0.646 9.825 -25.283
P 0.361 10.879 -25.158
N 2.025 10.387 -25.275
C 3.136 11.129 -24.658
C 2.355 9.442 -26.315
N 0.188 11.628 -23.633
C 0.451 10.837 -22.443
C -0.892 12.487 -23.400
N 0.322 12.183 -26.273
C 0.110 11.927 -27.692
C 1.043 13.388 -25.959
H 2.764 11.890 -23.973
H 3.726 11.595 -25.448
H 3.753 10.540 -23.979
H 2.472 10.020 -27.231
H 1.564 8.714 -26.494
H 3.261 8.880 -26.089
H 0.303 11.307 -21.471
H -0.321 10.073 -22.536
H 1.450 10.403 -22.462
H -1.837 12.028 -23.110
H -0.732 13.338 -22.739
H -1.158 13.066 -24.285
H -0.781 11.321 -27.858
H 0.069 12.935 -28.103
H 0.942 11.471 -28.228
H 1.163 13.552 -24.889
H 0.520 14.250 -26.373
H 2.026 13.334 -26.427
*
```



Entry 4:
ORCA calculation (wB97M-V/def2-TZVPD) on C22H21F3N2 as an isolated structure.

Values from the calculation:
total energy	-34278.64797	eV
frontier orbital gap	8.801	eV
energy relative to the best compared isomer or geometry (same formula, charge and spin)	7.355	eV
LUMO level	-0.33	eV

```
! RIJCOSX wB97M-V def2-TZVPD def2/J DEFGRID3
* xyz 0 1
F 4.432 -0.326 -3.073
C 3.330 -0.870 -2.560
C 2.672 -0.233 -1.555
C 1.508 -0.866 -1.044
C 1.206 -2.212 -1.465
C 1.955 -2.792 -2.480
C 2.982 -2.084 -3.060
H 2.988 0.709 -1.131
H 0.869 -0.392 -0.314
H 0.401 -2.743 -0.978
H 1.854 -3.810 -2.826
H 3.556 -2.522 -3.864
F 1.576 3.937 -0.452
C 0.784 2.798 -0.502
C -0.054 2.495 0.557
C -0.854 1.328 0.579
C -0.751 0.497 -0.518
C 0.057 0.759 -1.644
C 0.831 1.935 -1.618
H -0.162 3.123 1.429
H -1.586 1.134 1.349
H -1.462 -0.303 -0.660
H 0.043 0.151 -2.536
H 1.524 2.135 -2.422
F -6.274 -2.982 1.286
C -5.238 -2.279 0.791
C -5.450 -1.101 0.078
C -4.353 -0.434 -0.432
C -3.051 -0.807 -0.146
C -2.860 -1.988 0.658
C -3.915 -2.730 1.076
H -6.494 -0.838 -0.004
H -4.582 0.425 -1.045
H -2.183 -0.348 -0.597
H -1.862 -2.388 0.759
H -3.913 -3.689 1.573
C 2.363 2.493 1.544
C 3.677 2.678 2.165
N 4.742 2.867 2.601
H 1.587 2.952 2.156
H 2.197 1.426 1.393
H 2.208 3.026 0.606
C 0.832 0.035 2.328
C 1.105 0.792 3.562
N 1.321 1.467 4.475
H 1.777 -0.442 2.066
H 0.645 0.709 1.492
H 0.021 -0.690 2.405
*
```



Entry 5:
ORCA calculation (wB97M-V/def2-TZVPD) on Cl2InO16P4Y3 as an isolated structure.

Values from the calculation:
total energy	-103281.41549	eV
frontier orbital gap	1.887	eV
LUMO level	0.35	eV

```
! RIJCOSX wB97M-V def2-TZVPD def2/J DEFGRID3
* xyz -2 1
In -3.436 -1.935 -0.326
Y -0.270 -0.616 1.938
Y 1.175 -1.894 -3.796
Y 1.297 2.326 0.348
P -0.575 1.962 3.440
O -1.840 2.832 3.531
O -0.782 0.532 3.936
O 0.177 2.783 4.460
O 0.086 1.617 2.046
P -0.123 0.080 -1.134
O -0.215 1.643 -1.024
O 0.532 -0.523 -2.323
O -1.093 -0.775 -0.300
O 0.949 0.248 0.064
P -3.720 0.103 2.542
O -4.127 1.558 2.488
O -3.388 -0.428 3.950
O -2.369 -0.191 1.774
O -4.748 -0.868 1.942
P 3.971 -1.928 -3.971
O 2.952 -3.068 -4.347
O 3.240 -1.523 -2.622
O 3.393 -0.803 -4.888
O 5.347 -2.395 -4.322
Cl 3.142 0.914 1.808
Cl 0.425 0.348 -5.211
*
```



Entry 6:
ORCA calculation (wB97M-V/def2-TZVPD) on C19H30BKO23 as an isolated structure.

Values from the calculation:
total energy	-84290.59617	eV
frontier orbital gap	8.962	eV
energy relative to the best compared isomer or geometry (same formula, charge and spin)	0.781	eV
LUMO level	-0.14	eV

```
! RIJCOSX wB97M-V def2-TZVPD def2/J DEFGRID3
* xyz 0 1
K 8.775 17.338 18.727
O 7.890 17.616 15.932
C 7.059 18.107 15.207
O 7.261 19.014 14.310
B 5.973 19.396 13.701
O 5.025 18.401 14.192
C 5.604 17.582 15.065
O 5.090 16.686 15.656
O 6.081 19.345 12.237
C 5.958 20.562 11.745
O 6.052 20.870 10.593
C 5.789 21.563 12.880
O 5.602 20.801 13.981
O 5.903 22.739 12.807
C 11.254 13.243 16.302
O 9.859 12.907 16.294
C 9.003 13.765 16.823
O 9.261 14.728 17.505
O 7.781 13.367 16.463
C 6.694 14.259 16.749
H 11.324 14.169 15.738
H 11.783 12.414 15.839
H 11.676 13.284 17.306
H 7.022 15.287 16.890
H 6.115 13.864 17.578
H 6.117 14.346 15.829
C 10.486 16.786 23.057
O 9.186 17.067 23.522
C 8.174 17.047 22.701
O 8.201 16.784 21.523
O 7.074 17.387 23.388
C 5.907 17.692 22.639
H 10.981 17.677 22.660
H 10.504 16.072 22.233
H 11.051 16.454 23.924
H 5.663 16.886 21.945
H 6.127 18.555 22.004
H 5.086 17.915 23.311
C 3.433 18.699 17.628
O 4.457 19.612 17.955
C 5.660 19.163 18.285
O 5.952 18.001 18.385
O 6.586 20.115 18.087
C 6.239 21.310 17.389
H 3.454 17.760 18.186
H 3.417 18.385 16.585
H 2.444 19.078 17.882
H 5.567 21.134 16.548
H 7.160 21.641 16.913
H 5.821 22.070 18.045
C 13.444 17.809 19.808
O 13.301 16.549 20.445
C 12.234 15.845 20.125
O 11.285 16.244 19.508
O 12.355 14.620 20.632
C 11.265 13.746 20.410
H 13.289 17.660 18.736
H 14.465 18.161 19.917
H 12.709 18.533 20.159
H 11.388 12.794 20.921
H 11.084 13.556 19.353
H 10.292 14.096 20.768
C 11.958 21.367 22.110
O 11.152 20.365 21.505
C 10.099 20.634 20.749
O 9.552 19.808 20.064
O 9.703 21.892 20.954
C 8.581 22.413 20.282
H 12.265 22.089 21.352
H 12.819 20.880 22.554
H 11.391 21.899 22.873
H 7.744 21.715 20.333
H 8.779 22.510 19.216
H 8.345 23.373 20.729
*
```



Entry 7:
ORCA calculation (wB97M-V/def2-TZVPD) on one molecule with the formula C2H4N2O2.

Values from the calculation:
total energy	-9215.00053	eV
SMILES	NC(=O)NC=O
frontier orbital gap	11.232	eV
energy relative to the best compared isomer or geometry (same formula, charge and spin)	0.222	eV
LUMO level	0.73	eV

```
! RIJCOSX wB97M-V def2-TZVPD def2/J DEFGRID3
* xyz 0 1
N 0.530 -1.394 0.157
C -0.649 -0.836 -0.154
O -1.716 -1.383 -0.307
N -0.658 0.592 -0.183
C 0.371 1.462 0.031
O 1.524 1.142 0.247
H 1.257 -0.733 0.406
H 0.808 -2.338 -0.064
H -1.592 0.959 -0.078
H 0.125 2.529 -0.055
*
```



Entry 8:
ORCA calculation (wB97M-V/def2-TZVPD) on an isolated ion of composition C4H8ClN2 and charge +1.

Values from the calculation:
total energy	-19773.82834	eV
SMILES	C[C@@H]1NC(=[NH2+])[C@H]1Cl
frontier orbital gap	11.583	eV
energy relative to the best compared isomer or geometry (same formula, charge and spin)	0.506	eV
LUMO level	-3.69	eV

```
! RIJCOSX wB97M-V def2-TZVPD def2/J DEFGRID3
* xyz 1 1
C 0.383 -0.733 1.901
C 0.188 -0.859 0.409
N 1.005 0.059 -0.403
C -0.011 0.671 -0.961
N -0.092 1.607 -1.862
C -1.042 -0.131 -0.215
Cl -2.096 -1.097 -1.279
H 0.276 0.298 2.227
H 1.372 -1.089 2.182
H -0.353 -1.343 2.417
H 0.290 -1.892 0.073
H 2.006 0.157 -0.494
H -0.997 1.920 -2.186
H 0.729 2.007 -2.299
H -1.660 0.425 0.489
*
```



Entry 9:
ORCA calculation (wB97M-V/def2-TZVPD) on a 2-piece molecular cluster, H3N3 overall.

Values from the calculation:
total energy	-4513.11041	eV
frontier orbital gap	9.951	eV
energy relative to the best compared isomer or geometry (same formula, charge and spin)	6.801	eV
LUMO level	0.29	eV

```
! RIJCOSX wB97M-V def2-TZVPD def2/J DEFGRID3
* xyz 0 1
N -0.116 0.521 0.624
N -0.442 0.303 -0.696
N 0.729 -0.237 -0.216
H 0.322 1.519 0.704
H -1.144 -0.434 -0.745
H 0.650 -1.671 0.330
*
```



Entry 10:
ORCA calculation (wB97M-V/def2-TZVPD) on C4H4O5Rh as an isolated structure.

Values from the calculation:
total energy	-17445.62020	eV
frontier orbital gap (spin up / spin down)	8.649 / 7.377	eV
energy relative to the best compared isomer or geometry (same formula, charge and spin)	0.580	eV
LUMO level (spin up / spin down)	-5.12 / -7.90	eV

```
! RIJCOSX wB97M-V def2-TZVPD def2/J DEFGRID3
* xyz 1 5
O -0.608 1.812 -2.510
C -0.084 1.421 -1.456
O 0.301 2.120 -0.479
O -0.293 0.105 -1.105
C -1.350 -0.257 -0.166
H -2.160 0.487 -0.211
C -1.922 -1.582 -0.647
H -2.181 -1.541 -1.719
H -1.219 -2.414 -0.485
H -2.816 -1.824 -0.053
C 1.391 -2.599 0.424
O 1.084 -2.005 1.382
O 1.721 -3.183 -0.510
Rh -0.265 -0.175 1.540
*
```



Entry 11:
ORCA calculation (wB97M-V/def2-TZVPD) on C20H44NOP3ReSe as an isolated structure.

Values from the calculation:
total energy	-120291.02392	eV
frontier orbital gap (spin up / spin down)	7.293 / 5.220	eV
energy relative to the best compared isomer or geometry (same formula, charge and spin)	0.000	eV
LUMO level (spin up / spin down)	-13.13 / -15.16	eV

```
! RIJCOSX wB97M-V def2-TZVPD def2/J DEFGRID3
* xyz 4 4
Re -0.827 0.375 -0.494
P -0.108 2.532 -1.164
P -2.722 -0.360 -1.582
P 0.497 -0.478 -2.079
H 2.850 0.323 2.777
C 3.539 0.465 1.943
C 3.643 1.664 1.344
H 3.071 2.522 1.712
C -0.496 3.901 -0.004
C -0.819 3.247 -2.717
C 1.679 2.870 -1.376
C -3.042 -2.102 -1.103
C -4.359 0.415 -1.211
C -2.799 -0.386 -3.428
C 2.240 -0.558 -1.479
C 0.712 0.299 -3.744
C 0.214 -2.227 -2.596
H 4.128 -0.402 1.623
H 4.334 1.840 0.506
H 0.182 3.882 0.856
H -1.528 3.825 0.356
H -0.382 4.861 -0.524
H -1.897 3.061 -2.763
H -0.359 2.833 -3.618
H -0.666 4.332 -2.711
H 2.246 2.463 -0.533
H 1.834 3.955 -1.395
H 2.082 2.464 -2.307
H -4.122 -2.286 -1.172
H -2.706 -2.275 -0.073
H -2.502 -2.803 -1.748
H -5.116 0.014 -1.901
H -4.300 1.506 -1.333
H -4.650 0.199 -0.174
H -3.856 -0.457 -3.721
H -2.238 -1.233 -3.841
H -2.391 0.541 -3.851
H 2.858 -1.058 -2.236
H 2.277 -1.127 -0.539
H 2.647 0.442 -1.292
H 1.347 -0.374 -4.337
H 1.204 1.278 -3.682
H -0.254 0.408 -4.253
H 0.916 -2.443 -3.411
H -0.803 -2.384 -2.975
H 0.397 -2.908 -1.752
C 1.571 -3.470 1.581
C 2.631 -3.033 2.406
C 3.436 -3.939 3.093
C 3.245 -5.323 2.904
C 2.254 -5.785 2.014
C 1.448 -4.864 1.338
Se 0.289 -2.174 1.001
H -1.922 1.543 -1.049
H 2.762 -1.961 2.549
H 4.205 -3.574 3.784
H 3.870 -6.035 3.460
H 2.121 -6.867 1.872
H 0.671 -5.213 0.663
C -2.815 1.167 3.357
N -1.412 1.566 3.470
C -1.013 2.446 4.550
C -0.569 1.300 2.472
O -1.000 0.761 1.413
H -3.312 1.475 4.280
H -2.883 0.076 3.247
H -3.302 1.645 2.493
H 0.079 2.471 4.600
H -1.381 3.473 4.404
H -1.417 2.070 5.495
H 0.491 1.589 2.605
*
```